No. 1
A structure of composition C54H53IMnN6O2P2S, computed with wB97M-V/def2-TZVPD.

Values from the calculation:
<S²>: 6.17
Net charge: +1
Energy above the lowest of the compared OMol25 structures with the same formula, charge and spin: 11.6 kJ/mol
Spin multiplicity: 5
Highest occupied orbital energy (spin up / spin down): -0.376 / -0.377 Ha

Positions of all 120 atoms, in Å:
1 Mn 0.5234 -0.7474 0.0248
2 I 0.1027 1.6053 1.3812
3 C -0.8686 2.4046 -0.2581
4 C -1.4774 3.6152 -0.1245
5 C -2.1301 4.1790 -1.2436
6 C -2.1298 3.5073 -2.4277
7 C -1.4961 2.2453 -2.5617
8 C -1.5189 1.5678 -3.8083
9 C -0.9227 0.3537 -3.9363
10 C -0.2916 -0.2468 -2.8203
11 C -0.2261 0.3489 -1.5846
12 C -0.8421 1.6442 -1.4517
13 H -1.4634 4.1430 0.8193
14 H -2.6171 5.1403 -1.1519
15 H -2.6172 3.9311 -3.2971
16 H -2.0203 2.0359 -4.6470
17 H -0.9460 -0.1827 -4.8771
18 H 0.1458 -1.2254 -2.9640
19 C 3.2300 1.3273 5.9216
20 C 3.4897 1.9858 4.5931
21 C 2.5319 2.8035 3.9976
22 C 2.7571 3.3897 2.7635
23 C 3.9586 3.1889 2.0950
24 N 4.1131 3.8050 0.8239
25 C 4.9406 3.4739 -0.2173
26 O 5.2593 4.2768 -1.0676
27 N 5.4112 2.1675 -0.2665
28 C 4.7733 0.9721 0.0865
29 C 5.5355 -0.1318 0.4388
30 C 4.9005 -1.3176 0.7568
31 C 3.5217 -1.3778 0.7004
32 N 2.7833 -0.3253 0.3364
33 C 3.3928 0.8243 0.0491
34 C 4.9481 2.4301 2.7020
35 C 4.6990 1.8254 3.9269
36 H 3.1605 2.0691 6.7188
37 H 4.0282 0.6337 6.1806
38 H 2.2926 0.7697 5.9091
39 H 1.5866 2.9730 4.5015
40 H 1.9962 4.0110 2.3062
41 H 3.7599 4.7455 0.7288
42 H 6.2564 2.0914 -0.8114
43 H 6.6157 -0.0512 0.4779
44 H 5.4657 -2.1909 1.0507
45 H 2.9908 -2.2905 0.9263
46 H 2.7614 1.6577 -0.2403
47 H 5.9079 2.3003 2.2212
48 H 5.4751 1.2186 4.3779
49 O 1.0470 -2.3718 3.9102
50 C 0.8310 -2.0275 2.8073
51 N 0.6107 -1.6936 1.6831
52 C 5.4313 -3.7768 -2.4760
53 C 4.4172 -3.5678 -3.5885
54 N 3.9714 -2.1792 -3.6833
55 C 2.9769 -1.6481 -2.9584
56 S 2.0650 -2.5885 -1.8730
57 N 2.7156 -0.3436 -3.1290
58 C 3.3393 0.5537 -4.0920
59 C 4.6242 1.1932 -3.5807
60 H 5.7509 -4.8188 -2.4464
61 H 4.9884 -3.5241 -1.5121
62 H 6.3165 -3.1570 -2.6291
63 H 3.5366 -4.1875 -3.4291
64 H 4.8379 -3.8298 -4.5589
65 H 4.5316 -1.5594 -4.2440
66 H 1.9442 0.0083 -2.5797
67 H 2.5973 1.3168 -4.3266
68 H 3.5075 0.0141 -5.0272
69 H 4.4228 1.8774 -2.7549
70 H 5.1089 1.7623 -4.3743
71 H 5.3271 0.4363 -3.2249
72 C -2.3766 -2.5318 -1.7568
73 P -1.3741 -2.2340 -0.2635
74 C -1.2450 -3.8648 0.5079
75 C -0.0403 -4.5609 0.5122
76 C 0.0279 -5.8238 1.0787
77 C -1.0988 -6.3864 1.6642
78 C -2.3023 -5.6976 1.6583
79 C -2.3792 -4.4452 1.0686
80 C -2.4764 -1.2319 0.7900
81 C -2.5904 -1.4594 2.1600
82 C -3.3469 -0.6056 2.9478
83 C -3.9902 0.4857 2.3789
84 C -3.8806 0.7202 1.0156
85 C -3.1288 -0.1353 0.2242
86 P -1.6031 -3.2757 -3.2754
87 C -3.1278 -3.5208 -4.2723
88 C -3.0483 -4.4141 -5.3439
89 C -4.1332 -4.6206 -6.1779
90 C -5.3209 -3.9293 -5.9640
91 C -5.4099 -3.0337 -4.9126
92 C -4.3196 -2.8310 -4.0713
93 C -1.2475 -5.0030 -2.7801
94 C -2.2282 -5.8841 -2.3199
95 C -1.9120 -7.1986 -2.0270
96 C -0.6065 -7.6539 -2.1986
97 C 0.3732 -6.7915 -2.6588
98 C 0.0520 -5.4686 -2.9482
99 H -2.7698 -1.5589 -2.0568
100 H -3.2167 -3.1434 -1.4111
101 H 0.8469 -4.1253 0.0677
102 H 0.9638 -6.3663 1.0680
103 H -1.0399 -7.3653 2.1216
104 H -3.1850 -6.1353 2.1059
105 H -3.3256 -3.9157 1.0647
106 H -2.0732 -2.2910 2.6209
107 H -3.4270 -0.7922 4.0105
108 H -4.5809 1.1481 2.9981
109 H -4.3738 1.5719 0.5650
110 H -3.0370 0.0783 -0.8329
111 H -2.1304 -4.9644 -5.5195
112 H -4.0542 -5.3226 -6.9977
113 H -6.1705 -4.0926 -6.6136
114 H -6.3294 -2.4900 -4.7386
115 H -4.4198 -2.1209 -3.2610
116 H -3.2547 -5.5475 -2.2169
117 H -2.6802 -7.8744 -1.6742
118 H -0.3608 -8.6842 -1.9748
119 H 1.3864 -7.1453 -2.7989
120 H 0.8162 -4.7888 -3.3075

=====

No. 2
A structure of composition C54H54AsCdCl2GeNO2S3 in a non-equilibrium geometry, computed with wB97M-V/def2-TZVPD.

Values from the calculation:
Net charge: -2
Energy above the lowest of the compared OMol25 structures with the same formula, charge and spin: 206.0 kJ/mol
Highest occupied orbital energy: -0.020 Ha

Positions of all 119 atoms, in Å:
1 Cd -1.1263 0.7198 0.9457
2 O 1.6170 -1.6375 -0.0316
3 C 2.8676 -1.6193 0.6339
4 C 3.5151 -0.2552 0.8068
5 C 4.8559 -0.1699 1.1592
6 C 5.4296 1.0739 1.3722
7 C 4.6148 2.1888 1.2117
8 C 3.3002 2.0049 0.8368
9 N 2.7368 0.8095 0.6500
10 H 1.0503 -0.9534 0.3983
11 H 3.5495 -2.2453 0.0491
12 H 2.7501 -2.0891 1.6246
13 H 5.4438 -1.0771 1.2494
14 H 6.4739 1.1732 1.6409
15 H 4.9964 3.1916 1.3611
16 H 2.6397 2.8557 0.7054
17 S -2.0964 -0.3990 -1.3480
18 C -3.6310 0.4323 -1.5420
19 C -4.3720 0.0778 -2.6772
20 C -5.6098 0.6254 -2.9661
21 C -6.1586 1.5516 -2.0887
22 C -5.4573 1.9021 -0.9498
23 C -4.1961 1.3642 -0.6396
24 S -3.4872 1.9111 0.8517
25 H -3.9370 -0.6582 -3.3439
26 H -6.1469 0.3208 -3.8590
27 H -7.1304 1.9920 -2.2888
28 H -5.8788 2.6077 -0.2435
29 Cl -1.2522 6.4536 0.0882
30 C -0.1847 5.1860 -0.5336
31 Cl -0.5982 3.5887 0.1416
32 H 0.8275 5.4443 -0.2441
33 H -0.2997 5.1551 -1.6115
34 C 4.6271 1.3244 -5.7841
35 C 4.6436 1.9115 -4.5277
36 C 3.6935 1.5511 -3.5805
37 C 2.7166 0.6019 -3.8647
38 C 2.7209 0.0124 -5.1280
39 C 3.6612 0.3702 -6.0801
40 As 1.3473 0.1710 -2.4805
41 C -0.1322 0.7759 -3.6215
42 C -0.7703 0.0503 -4.6184
43 C -1.8856 0.5693 -5.2598
44 C -2.3715 1.8237 -4.9250
45 C -1.7116 2.5763 -3.9644
46 C -0.5966 2.0554 -3.3303
47 C 1.4594 -1.7507 -2.8161
48 C 0.3518 -2.5854 -2.9014
49 C 0.5119 -3.9643 -2.9523
50 C 1.7753 -4.5287 -2.8741
51 C 2.8875 -3.7034 -2.7595
52 C 2.7271 -2.3290 -2.7487
53 H 5.3593 1.6101 -6.5300
54 H 5.3976 2.6517 -4.2868
55 H 3.7054 2.0038 -2.5938
56 H 1.9772 -0.7390 -5.3664
57 H 3.6433 -0.0929 -7.0602
58 H -0.4188 -0.9406 -4.8817
59 H -2.4028 -0.0257 -6.0045
60 H -3.2659 2.2075 -5.3998
61 H -2.0866 3.5532 -3.6833
62 H -0.0886 2.6326 -2.5646
63 H -0.6451 -2.1585 -2.8774
64 H -0.3606 -4.6030 -3.0268
65 H 1.8950 -5.6060 -2.8780
66 H 3.8760 -4.1365 -2.6558
67 H 3.5919 -1.6812 -2.6411
68 C 0.4128 0.2071 2.3676
69 Ge -0.3041 0.3443 4.1173
70 C 0.8365 -0.9098 5.2212
71 C 1.8046 -0.6097 6.1776
72 C 2.7080 -1.5638 6.6320
73 C 2.6632 -2.8613 6.1465
74 C 1.6887 -3.1985 5.2146
75 C 0.8030 -2.2326 4.7663
76 C -2.1507 -0.1669 4.8406
77 C -2.6941 -1.4179 4.5479
78 C -3.9789 -1.7662 4.9354
79 C -4.7614 -0.8625 5.6417
80 C -4.2426 0.3864 5.9464
81 C -2.9572 0.7272 5.5436
82 C -0.2108 2.2880 4.5744
83 C 0.8268 2.9166 5.2589
84 C 0.9145 4.3009 5.3379
85 C -0.0385 5.0950 4.7162
86 C -1.0772 4.4920 4.0188
87 C -1.1563 3.1088 3.9526
88 H 0.5099 -0.8839 2.2292
89 H 1.8595 0.3929 6.5872
90 H 3.4615 -1.2946 7.3655
91 H 3.3859 -3.5997 6.4760
92 H 1.6327 -4.2108 4.8279
93 H 0.0628 -2.5053 4.0218
94 H -2.1063 -2.1301 3.9856
95 H -4.3779 -2.7422 4.6768
96 H -5.7705 -1.1267 5.9384
97 H -4.8480 1.1014 6.4943
98 H -2.5720 1.7111 5.7896
99 H 1.5886 2.3108 5.7361
100 H 1.7327 4.7605 5.8829
101 H 0.0295 6.1759 4.7703
102 H -1.8252 5.0991 3.5222
103 H -1.9776 2.6527 3.4063
104 C -4.7159 -2.3404 0.3217
105 C -3.7319 -3.3961 0.7935
106 S -2.0053 -2.7563 0.6707
107 O -1.9795 -1.6608 1.6692
108 C -1.2539 -4.1726 1.6216
109 C -0.7750 -5.2440 0.6560
110 H -5.7398 -2.6218 0.5777
111 H -4.6500 -2.1788 -0.7522
112 H -4.4842 -1.3900 0.8076
113 H -3.7946 -4.3181 0.2092
114 H -3.8732 -3.6031 1.8557
115 H -1.9546 -4.5556 2.3652
116 H -0.4146 -3.6930 2.1267
117 H -1.6201 -5.6974 0.1320
118 H -0.2309 -6.0379 1.1721
119 H -0.1140 -4.7948 -0.0856

=====

No. 3
A cluster of 7 separate species, C54H54NO28 in total in a non-equilibrium geometry, computed with wB97M-V/def2-TZVPD.

Values from the calculation:
Net charge: +1
Highest occupied orbital energy: -0.403 Ha

Positions of all 137 atoms, in Å:
1 C 3.6859 -3.1549 2.6513
2 C 3.8542 -1.7091 2.0018
3 O 2.7021 -0.8730 2.2842
4 C 1.9443 -0.8393 1.0587
5 C 0.4494 -0.3926 1.2933
6 O 0.4565 0.6445 2.3225
7 C -0.7684 1.3232 2.2822
8 O -0.8440 2.2688 1.5421
9 C -1.8750 0.8123 3.2335
10 C -1.4092 -0.0587 4.4055
11 C -2.3807 -0.5764 5.3452
12 N -3.7221 -0.2371 5.1889
13 C -4.1918 0.5446 4.1401
14 C -3.3246 1.0910 3.0964
15 C -3.7804 1.9300 1.8676
16 C -5.2788 1.6034 1.3733
17 C -5.3076 0.7376 0.0532
18 C -5.3835 -0.8425 0.2317
19 C -5.3335 -1.3877 1.7068
20 C -5.7183 -2.9525 1.6741
21 C -7.2854 -2.9996 1.9909
22 O -7.8521 -4.3019 1.8586
23 C -7.1479 -5.2805 2.6395
24 H 4.6848 -3.5594 2.9750
25 H 3.0048 -3.0577 3.5402
26 H 3.2329 -3.8987 1.9431
27 H 4.0294 -1.8098 0.8951
28 H 4.7892 -1.2602 2.4273
29 H 2.4587 -0.1131 0.3693
30 H 1.8986 -1.8843 0.6479
31 H 0.0348 0.0592 0.3538
32 H -0.1682 -1.2464 1.6987
33 H -0.3217 -0.3088 4.4979
34 H -2.1175 -1.2418 6.1990
35 H -4.4299 -0.5878 5.8394
36 H -5.2926 0.7359 4.1027
37 H -3.1323 1.8091 0.9656
38 H -3.7580 3.0236 2.1596
39 H -5.9377 1.2335 2.2015
40 H -5.6990 2.6170 1.0914
41 H -6.2079 1.0605 -0.5493
42 H -4.4133 0.9861 -0.5879
43 H -4.4789 -1.2767 -0.2956
44 H -6.2695 -1.2100 -0.3634
45 H -4.2705 -1.3455 2.0595
46 H -6.0756 -0.9190 2.4089
47 H -5.2000 -3.4005 2.5654
48 H -5.4607 -3.4381 0.6997
49 H -7.5210 -2.5123 2.9911
50 H -7.7619 -2.3167 1.2216
51 H -7.8650 -6.0826 2.9521
52 H -6.3848 -5.7595 1.9547
53 H -6.6844 -4.8677 3.5784
54 C -0.1567 5.3599 6.3780
55 C -0.5967 4.3407 5.6350
56 C -1.6141 3.3764 6.1568
57 O -2.0074 2.4638 5.4388
58 C -2.0995 3.5619 7.5197
59 C -1.6573 4.5807 8.2667
60 C -0.6605 5.5607 7.7368
61 O -0.2989 6.4814 8.4407
62 O -2.0890 4.7676 9.5231
63 O -0.1421 4.1391 4.3806
64 H 0.5768 6.0650 6.0116
65 H -2.8218 2.8478 7.8909
66 H -1.6238 5.5654 9.8448
67 H -0.6096 3.3494 4.0553
68 C -1.8499 3.7865 -4.1823
69 C -1.9099 2.4992 -3.8280
70 C -1.9536 2.0872 -2.3925
71 O -2.0271 0.9009 -2.1093
72 C -1.9009 3.1334 -1.3754
73 C -1.8372 4.4214 -1.7273
74 C -1.8212 4.8365 -3.1636
75 O -1.7812 6.0195 -3.4410
76 O -1.7851 5.4010 -0.8065
77 O -1.9349 1.5147 -4.7492
78 H -1.8198 4.0982 -5.2174
79 H -1.9151 2.8180 -0.3417
80 H -1.7458 6.2351 -1.3146
81 H -1.9802 0.6823 -4.2417
82 C 4.4483 -1.0661 -3.9514
83 C 3.8563 -1.9860 -3.1826
84 C 2.5276 -1.7321 -2.5460
85 O 2.0123 -2.6043 -1.8675
86 C 1.8977 -0.4320 -2.7623
87 C 2.4896 0.4908 -3.5277
88 C 3.8061 0.2283 -4.1888
89 O 4.3019 1.0878 -4.8920
90 O 1.9274 1.6940 -3.7367
91 O 4.4293 -3.1853 -2.9454
92 H 5.4081 -1.2362 -4.4196
93 H 0.9447 -0.2560 -2.2807
94 H 2.5460 2.1749 -4.3220
95 H 3.8045 -3.6651 -2.3662
96 C 8.4498 0.2039 -1.8582
97 C 7.6040 -0.7034 -1.3621
98 C 7.1435 -0.6490 0.0559
99 O 6.3554 -1.4898 0.4543
100 C 7.6634 0.4170 0.9086
101 C 8.5133 1.3246 0.4160
102 C 8.9553 1.2856 -1.0122
103 O 9.7144 2.1409 -1.4248
104 O 9.0082 2.3133 1.1822
105 O 7.1185 -1.7090 -2.1166
106 H 8.7883 0.1766 -2.8851
107 H 7.3340 0.4349 1.9385
108 H 9.5929 2.8314 0.5952
109 H 6.5304 -2.2189 -1.5261
110 C 3.4785 2.8060 -9.5299
111 C 3.1248 3.3060 -8.3423
112 C 1.8940 2.8392 -7.6343
113 O 1.6165 3.3073 -6.5427
114 C 1.0635 1.8325 -8.2912
115 C 1.4151 1.3343 -9.4811
116 C 2.6603 1.7809 -10.1770
117 O 2.9526 1.2885 -11.2499
118 O 0.6645 0.4082 -10.1057
119 O 3.8621 4.2529 -7.7289
120 H 4.3674 3.1336 -10.0514
121 H 0.1664 1.5163 -7.7763
122 H 1.1320 0.2133 -10.9414
123 H 3.3988 4.4434 -6.8914
124 C -0.5276 -6.8899 1.3291
125 C 0.7426 -6.4913 1.2074
126 C 1.1344 -5.4166 0.2450
127 O 2.3007 -5.0702 0.1790
128 C 0.0880 -4.8254 -0.5876
129 C -1.1813 -5.2270 -0.4684
130 C -1.5777 -6.2817 0.5127
131 O -2.7484 -6.6043 0.6021
132 O -2.1623 -4.6980 -1.2273
133 O 1.7265 -7.0390 1.9471
134 H -0.8244 -7.6646 2.0229
135 H 0.3875 -4.0619 -1.2924
136 H -2.9807 -5.1535 -0.9501
137 H 2.5450 -6.5811 1.6747